20
Properties=species:S:1:pos:R:3:forces:R:3:lowdin_charge:R:1 method="wB97M-V/def2-TZVPD" total_energy_ha=-402.8966 largest_force_ha_per_bohr=0.0439 total_charge=-1 homo_energy_ev=-2.57 relative_energy_kj_mol=348.8
C -0.882381 2.073245 -1.007410 0.9 0.6 1.3 -0.51
O -0.019876 3.082663 -0.778742 0.3 0.1 -0.1 -0.38
C -0.613350 0.884166 -0.010495 -0.1 -0.9 -0.5 -0.40
C -1.117915 -0.488757 -0.458390 0.8 -0.4 0.2 -0.19
C -0.553728 -1.617513 0.419257 -0.2 0.1 -2.2 -0.19
C -0.218147 -2.728314 -0.244488 0.1 -0.5 1.6 -0.04
N 0.815820 0.681098 0.338874 -0.8 0.3 0.8 0.02
H -0.830348 1.745408 -2.088400 -0.6 -0.3 0.4 0.09
H -1.889284 2.369148 -0.614246 -0.6 -0.2 -1.2 0.08
H -1.217177 1.113544 0.878091 0.7 0.2 0.3 0.12
H -2.204113 -0.629045 -0.485382 0.0 0.5 0.0 0.11
H -0.732965 -0.668696 -1.482013 -0.3 0.0 0.3 0.10
H -0.310288 -1.427017 1.448412 -0.7 -0.2 0.4 0.09
H -0.226922 -2.700084 -1.310396 -0.3 -0.3 -0.6 0.04
H 0.094562 -3.668919 0.237380 0.1 0.5 -0.2 0.05
H 1.346202 0.440675 -0.492509 -0.1 0.1 -0.1 0.09
H 1.146474 1.593556 0.641922 0.1 0.2 -0.4 0.07
H 1.531322 -0.825893 1.584857 0.4 -0.2 -0.7 -0.01
H 1.587770 -2.338219 1.212003 0.3 0.6 0.1 -0.02
O 2.126599 -1.608371 1.556758 0.1 -0.3 0.6 -0.12